ORCA calculation (ωB97M-V with the def2-TZVPD basis set) on C22H38BF6HgN2O10P as an isolated structure at a distorted geometry.

Structure (XYZ):
```
81
Properties=species:S:1:pos:R:3:forces:R:3:lowdin_charge:R:1
Hg -14.042 -28.545 -5.118 0.338 -1.117 0.267 1.383
O -14.357 -30.060 -3.496 0.059 -0.759 1.348 0.008
C -14.623 -30.905 -2.640 -0.416 2.052 1.478 -0.266
O -14.522 -30.757 -1.285 0.517 0.919 -4.002 0.231
B -15.032 -31.960 -0.633 0.710 0.195 0.845 -0.840
O -15.522 -32.742 -1.782 -1.278 -1.985 1.593 0.273
C -15.396 -32.193 -2.921 -0.115 -0.096 -2.600 -0.400
O -15.806 -32.559 -4.020 0.810 0.775 1.953 0.125
O -16.000 -31.531 0.429 1.042 -1.552 0.310 0.220
C -15.497 -32.035 1.589 -1.880 1.017 3.379 -0.326
O -15.903 -31.865 2.745 0.463 -0.268 -3.579 0.135
C -14.188 -32.723 1.331 2.409 0.441 0.298 -0.427
O -13.889 -32.616 0.065 -1.691 0.110 -2.409 0.217
O -13.333 -33.047 2.101 -0.758 -0.567 1.143 0.167
P -13.159 -25.696 -5.522 2.861 3.012 -0.756 0.223
F -14.611 -26.317 -5.755 -2.473 0.759 -2.391 -0.199
F -13.718 -24.414 -4.851 -0.289 0.205 0.919 -0.072
F -13.391 -26.626 -4.155 1.907 0.907 2.274 -0.226
F -11.559 -25.242 -5.177 -2.682 -0.928 -0.153 -0.169
F -12.558 -27.040 -6.155 0.936 -0.529 -1.345 -0.199
F -13.151 -24.885 -6.970 0.103 -1.720 1.346 -0.150
C -11.078 -31.812 -1.936 -0.277 1.453 -0.483 0.006
C -10.894 -30.344 -2.555 3.051 0.639 1.590 -0.415
C -9.312 -30.008 -2.523 0.065 -0.254 -0.863 -0.124
C -8.461 -30.682 -3.632 -1.577 -0.911 0.208 -0.170
C -9.157 -30.525 -5.024 1.482 0.652 1.119 -0.140
C -10.657 -30.904 -5.047 1.805 0.425 0.530 -0.479
N -11.356 -30.146 -3.939 -1.780 -3.046 -0.530 -0.093
O -11.593 -28.823 -4.337 0.388 -0.555 0.715 -0.077
C -11.193 -30.556 -6.419 0.354 0.008 -0.632 -0.044
C -10.601 -32.397 -4.887 -1.682 -1.988 0.578 -0.044
C -11.461 -29.312 -1.543 -0.614 -0.745 -0.013 -0.025
H -12.124 -32.110 -2.012 0.183 -0.580 -0.728 0.071
H -10.979 -31.837 -0.851 0.415 0.716 0.046 0.088
H -10.299 -32.479 -2.307 -0.670 -0.262 -0.249 0.068
H -9.200 -28.935 -2.681 -0.124 0.309 0.220 0.100
H -8.877 -30.247 -1.553 -0.205 0.093 0.136 0.118
H -8.383 -31.730 -3.345 -0.022 -0.289 -0.226 0.087
H -7.417 -30.374 -3.694 -0.163 0.534 0.123 0.110
H -8.543 -31.101 -5.717 -0.404 -0.100 -0.375 0.123
H -8.936 -29.481 -5.247 -0.444 0.395 -0.523 0.112
H -10.997 -29.493 -6.558 -0.435 -0.072 -0.625 0.081
H -10.651 -31.147 -7.157 0.915 0.364 0.089 0.094
H -12.164 -30.899 -6.775 -0.785 0.444 1.119 0.072
H -10.660 -32.952 -5.823 0.117 0.495 -0.419 0.091
H -9.759 -32.868 -4.379 0.088 0.632 0.154 0.080
H -11.485 -32.762 -4.366 -0.125 0.015 0.166 0.087
H -10.997 -28.327 -1.579 -0.293 0.021 -0.466 0.083
H -11.261 -29.677 -0.536 0.254 -0.149 -0.056 0.089
H -12.550 -29.283 -1.569 0.014 0.390 -0.268 0.067
H -10.698 -28.483 -4.410 0.203 1.182 -0.307 0.104
C -16.944 -28.527 -5.048 0.356 -0.535 -0.737 -0.047
C -16.901 -28.883 -6.565 -0.575 0.438 0.317 -0.439
C -17.544 -27.621 -7.263 0.099 -1.660 -1.381 -0.109
C -17.305 -27.586 -8.805 -0.058 0.539 1.867 -0.168
C -15.816 -27.589 -9.035 -0.380 0.541 0.114 -0.141
C -15.109 -28.849 -8.477 0.395 -0.301 -0.954 -0.447
N -15.469 -29.104 -7.020 -0.506 3.429 0.135 -0.130
O -14.947 -30.272 -6.486 -0.209 -1.404 -0.983 -0.067
C -15.484 -30.016 -9.410 -0.041 -0.445 0.561 -0.022
C -13.588 -28.647 -8.605 0.629 -0.041 0.446 -0.028
C -17.803 -30.140 -6.688 0.088 -0.310 0.024 -0.017
H -16.372 -27.628 -4.815 -0.286 0.428 -0.165 0.064
H -16.547 -29.316 -4.408 -0.339 -0.338 -0.061 0.064
H -18.004 -28.367 -4.849 0.175 0.116 0.497 0.107
H -18.631 -27.675 -7.202 -0.011 -0.156 0.759 0.116
H -17.226 -26.694 -6.787 0.259 -0.065 -0.141 0.118
H -17.786 -26.642 -9.059 0.280 0.016 -0.710 0.117
H -17.804 -28.384 -9.355 -0.121 -0.094 0.250 0.111
H -15.402 -26.679 -8.602 0.185 -0.050 0.302 0.122
H -15.694 -27.452 -10.109 0.721 -0.556 -0.085 0.130
H -15.073 -29.735 -10.380 -0.496 -0.221 -0.121 0.098
H -15.028 -30.974 -9.158 0.485 -0.001 0.203 0.085
H -16.546 -30.262 -9.413 -0.090 0.473 -0.404 0.074
H -13.024 -29.412 -8.073 -0.188 0.034 0.447 0.053
H -13.141 -28.749 -9.594 -0.798 0.028 -0.460 0.098
H -13.253 -27.663 -8.277 -0.230 -0.054 0.281 0.074
H -17.558 -30.890 -5.937 0.060 0.245 0.406 0.081
H -17.815 -30.757 -7.587 0.222 0.616 -0.574 0.078
H -18.828 -29.809 -6.519 0.013 -0.144 0.040 0.093
H -15.290 -30.943 -7.080 0.051 -1.211 0.184 0.105
```
Forces are in eV/Å.

Values from the calculation:
* total charge: 0
* HOMO: -9.07 eV
* relative energy (zero: lowest compared OMol25 entry of this formula, charge and spin): 75.1 kcal per mole
* Kohn-Sham gap: 7.21 eV